No. 1
The following is a quantum chemistry calculation of one molecule with the formula C7H11N3, from the Open Molecules 2025 dataset.

Structure (ORCA input):
```
! wB97M-V def2-TZVPD RIJCOSX def2/J DEFGRID3
* xyz 0 3
N -2.07 -1.00 0.22
N 1.13 0.12 -1.02
N -0.61 0.36 1.34
C -1.17 -0.93 -0.79
C -1.53 -1.67 -2.06
C 2.00 1.23 -0.83
C -0.27 1.28 2.38
C 2.43 -0.16 -0.48
C -1.73 -0.28 1.28
C -0.09 -0.16 -0.72
H -0.90 2.18 2.34
H 2.39 1.69 -1.73
H -0.87 -2.53 -2.18
H 1.76 1.93 -0.03
H -2.46 -0.27 2.09
H -1.43 -1.03 -2.93
H 3.11 -0.68 -1.13
H -0.40 0.82 3.37
H 2.49 -0.44 0.57
H -2.56 -2.02 -1.97
H 0.78 1.57 2.27
*
```

Output
DFT total energy = -11900.942 eV
LUMO energy (alpha / beta) = 0.99 / -1.18 eV

No. 2
The following is a quantum chemistry calculation of C48H25BrMoN12O as an isolated structure, from the Open Molecules 2025 dataset.

Structure (ORCA input):
```
! wB97M-V def2-TZVPD RIJCOSX def2/J DEFGRID3
* xyz 0 1
Mo 0.41 -0.25 1.28
Br -6.57 4.42 -4.94
O -0.58 1.03 0.07
N 0.22 -0.61 3.30
N 2.49 -1.99 -0.80
N 0.67 -2.95 3.47
N -2.59 -0.04 -5.86
N 1.79 2.55 0.01
N 1.45 -2.02 1.40
N 1.83 0.17 -0.11
N -1.82 -0.56 -5.05
N -2.66 -1.03 1.83
N 0.82 1.61 2.03
N -0.25 1.57 4.17
N -0.37 -1.46 -0.57
C 3.90 -5.88 0.75
C 1.43 -2.98 2.40
C -5.37 1.89 -4.39
C 1.44 6.16 2.58
C 0.40 2.19 3.21
C -3.49 0.98 -5.60
C 1.25 3.88 1.95
C -3.53 2.07 -6.47
C -4.44 3.08 -6.28
C -1.02 -2.42 -3.11
C 3.10 1.82 -4.23
C -4.44 0.89 -4.58
C -1.03 -0.44 5.25
C -0.37 0.28 4.19
C -1.20 1.69 -2.15
C -0.70 -3.27 -2.08
C 0.50 4.59 4.16
C 2.65 -0.03 -2.25
C -1.55 1.27 -3.42
C -1.09 -1.04 -2.85
C 2.72 -3.83 0.73
C 2.47 1.34 -1.99
C 2.70 2.28 -2.99
C 0.88 5.87 3.83
C -0.41 -2.76 -0.81
C 3.46 -6.13 2.06
C 1.99 1.44 -0.63
C 1.31 2.64 1.24
C -1.53 -0.08 -3.80
C 2.64 -5.24 2.72
C -0.74 -0.62 -1.55
C -1.80 -0.01 6.33
C -2.33 -0.97 7.16
C 2.21 -2.55 0.37
C 0.68 3.59 3.21
C 3.04 -0.49 -3.50
C -1.55 -0.82 1.61
C 3.55 -4.73 0.08
C -5.35 2.99 -5.23
C -1.29 -2.76 5.90
C 0.06 -1.87 3.86
C -2.08 -2.33 6.94
C 1.63 5.18 1.62
C 2.30 -0.72 -1.03
C 3.26 0.45 -4.49
C 2.25 -4.09 2.04
C -0.77 -1.80 5.04
C -0.83 0.76 -1.17
H -1.23 2.73 -1.89
H -1.80 2.02 -4.16
H -2.80 2.13 -7.27
H 4.54 -6.61 0.27
H 2.54 3.33 -2.79
H -6.09 1.83 -3.59
H 3.54 0.13 -5.47
H -1.97 1.04 6.49
H 3.16 -1.54 -3.68
H 0.07 4.35 5.12
H -4.44 3.95 -6.92
H 3.90 -4.52 -0.92
H 0.76 6.66 4.55
H 3.27 2.52 -5.03
H -0.20 -3.43 0.01
H -4.45 0.02 -3.93
H -1.09 -3.81 5.74
H -0.68 -4.34 -2.22
H 1.72 7.18 2.36
H -1.23 -2.78 -4.11
H 3.78 -7.03 2.56
H 2.06 5.40 0.66
H -2.52 -3.05 7.61
H 2.31 -5.41 3.73
H -2.96 -0.68 7.99
*
```

Output
DFT total energy = -142010.895 eV
LUMO energy (alpha / beta) = -2.14 / -2.14 eV

No. 3
The following is a quantum chemistry calculation of a 3-piece molecular cluster, C24H32Br2F2N3Si overall, from the Open Molecules 2025 dataset.

Structure (ORCA input):
```
! wB97M-V def2-TZVPD RIJCOSX def2/J DEFGRID3
* xyz 1 1
Br 1.12 -1.10 1.90
Br 3.91 -1.24 2.81
Si -0.68 2.24 -2.43
F 0.27 -2.46 -1.08
F 2.05 -2.21 -2.65
N 7.56 0.68 1.76
N -8.03 -1.12 2.24
N 1.85 -0.51 -0.93
C -1.90 0.33 -0.19
C -1.46 3.38 -3.81
C -3.20 -0.16 0.74
C 7.74 -0.54 2.31
C 0.07 -0.64 -2.90
C -8.39 -2.39 4.26
C -4.80 1.85 -0.41
C 8.75 -0.11 -0.18
C 8.93 -1.36 0.41
C -8.76 -3.50 3.51
C 8.41 -1.58 1.69
C 1.05 -1.42 -1.83
C -8.40 -2.21 1.54
C -8.77 -3.41 2.13
C -4.69 0.59 0.66
C 3.83 -0.69 0.84
C -2.05 1.55 -1.27
C 3.91 0.95 0.83
C -8.03 -1.23 3.59
C -3.54 2.31 -1.37
C 8.07 0.86 0.53
C 0.44 3.40 -1.35
C 0.49 0.91 -3.21
C 2.36 -1.27 0.29
H -2.98 -1.07 1.47
H -7.73 -0.34 4.13
H -8.37 -2.43 5.35
H -0.20 4.29 -0.88
H 0.41 1.05 -4.39
H 3.89 1.34 -0.28
H -8.38 -2.09 0.46
H -2.27 2.81 -4.47
H -5.59 0.22 1.34
H 1.37 3.81 -1.95
H 4.84 1.34 1.43
H 0.79 2.74 -0.42
H 1.61 1.18 -2.94
H 0.19 -1.23 -3.93
H 7.32 -0.67 3.31
H 4.73 -1.24 0.33
H -9.06 -4.26 1.51
H -3.74 3.22 -2.10
H 9.14 0.09 -1.17
H -1.08 -0.79 -2.61
H 2.71 -0.22 -1.49
H -5.85 2.40 -0.44
H -2.04 4.23 -3.23
H 1.34 0.33 -0.60
H 2.94 1.33 1.40
H -9.05 -4.42 4.01
H -0.65 3.94 -4.47
H 7.91 1.85 0.11
H 2.54 -2.42 0.11
H 9.46 -2.15 -0.11
H 8.53 -2.54 2.18
H -0.88 -0.24 -0.08
*
```

Output
DFT total energy = -183256.649 eV
LUMO energy = -3.41 eV

No. 4
The following is a quantum chemistry calculation of one molecule with the formula C8H10BN3, from the Open Molecules 2025 dataset.

Structure (ORCA input):
```
! wB97M-V def2-TZVPD RIJCOSX def2/J DEFGRID3
* xyz 0 1
N -2.85 2.96 0.45
N 0.44 -0.66 0.67
N 4.00 0.03 -0.06
C -2.57 -0.97 0.66
C 0.67 1.46 -0.23
C 2.01 1.37 -0.37
C 1.70 -0.90 0.57
C -0.11 0.49 0.35
C -2.55 -1.48 -0.79
C 2.58 0.10 -0.02
C -2.42 1.91 0.51
B -1.70 0.62 0.58
H -3.08 -0.87 -1.41
H -1.88 -1.57 1.21
H 0.26 2.40 -0.66
H 2.66 2.18 -0.68
H 4.54 0.55 -0.87
H 2.02 -1.94 0.63
H -3.09 -2.36 -0.82
H -1.64 -1.75 -1.18
H 4.50 -0.71 0.37
H -3.49 -0.85 1.12
*
```

Output
DFT total energy = -13603.188 eV
LUMO energy = -0.61 eV
SMILES = CCB(C#N)c1ccc(N)cn1

No. 5
The following is a quantum chemistry calculation of a 8-piece molecular cluster, C53H96N11 overall, from the Open Molecules 2025 dataset.

Structure (ORCA input):
```
! wB97M-V def2-TZVPD RIJCOSX def2/J DEFGRID3
* xyz 1 1
N -6.68 -7.92 -3.68
N 5.13 2.59 7.82
N -3.37 7.27 -2.37
N 2.00 5.72 1.43
N -2.82 -0.39 -7.76
N 0.59 2.90 6.61
N -1.49 -7.95 -0.30
N 4.68 2.93 5.64
N 2.91 2.96 7.30
N 7.07 0.22 -2.03
N -2.24 -3.84 -2.40
C 2.66 -0.08 -1.68
C 2.36 3.20 4.94
C -0.23 5.94 -1.25
C 0.67 -0.23 -7.78
C 0.22 -5.14 0.77
C -7.53 -7.87 -4.44
C 0.56 1.18 8.37
C -0.48 0.77 -7.67
C 1.43 -3.47 -0.58
C 8.67 -0.69 0.93
C -3.77 -6.90 -3.19
C -0.31 5.56 0.23
C 3.74 -0.01 4.21
C -3.20 -0.46 -3.94
C 1.38 1.54 -0.29
C -1.79 0.12 -7.73
C -2.85 -0.40 -2.46
C 0.98 5.65 0.90
C 7.36 -0.58 1.70
C -0.34 -4.83 3.26
C 2.90 -3.16 -0.28
C 0.75 -1.18 -6.59
C -8.40 -5.32 -5.92
C -4.47 -6.97 -1.83
C -8.62 -7.81 -5.41
C -0.62 -5.57 1.97
C 1.70 0.05 -0.46
C 7.85 0.30 -1.20
C -2.41 -7.29 -0.47
C 1.35 3.26 3.81
C 3.67 1.18 4.31
C 0.22 2.48 7.75
C -8.39 -6.74 -6.48
C -0.69 3.37 8.56
C -4.75 9.32 -1.54
C -3.59 -6.45 -0.69
C -2.85 11.02 -1.71
C 4.22 2.81 6.89
C 0.46 2.04 3.52
C 8.84 0.41 -0.13
C -3.97 8.17 -2.00
C 3.57 -2.44 -1.44
C -1.67 -1.31 -2.09
C 3.70 2.59 4.58
C -1.17 -5.50 4.38
C 0.12 7.40 -1.48
C 1.27 2.13 1.13
C 1.93 2.58 6.24
C 0.91 1.23 2.30
C 0.56 -3.67 0.67
C -1.99 -2.73 -2.26
C -4.26 10.64 -2.15
C 3.87 -0.93 -1.30
H -4.17 -6.43 0.23
H 1.88 3.61 2.94
H 0.08 0.61 2.00
H 2.20 -0.57 -2.53
H 5.76 1.81 7.78
H -1.40 -1.14 -1.05
H -4.30 10.58 -3.24
H -0.33 0.67 8.70
H -2.89 -7.55 -3.22
H -2.79 11.09 -0.62
H 1.71 0.53 2.49
H 0.79 -0.45 -0.72
H 5.04 3.87 5.55
H -4.44 -7.23 -3.97
H 0.58 -0.80 -8.70
H 3.67 -1.04 4.26
H -3.72 -0.66 -1.87
H 3.40 -4.12 -0.18
H 0.47 2.86 1.08
H -0.58 -3.78 3.14
H 7.28 0.40 2.19
H 2.21 2.07 -0.73
H 4.02 3.09 3.67
H -4.95 11.43 -1.85
H 2.73 3.93 7.54
H -9.34 -5.11 -5.41
H 1.13 -3.37 1.55
H -2.58 0.63 -2.21
H -3.46 -5.88 -3.41
H -0.31 -3.03 0.66
H -9.56 -7.62 -4.90
H 4.75 -0.70 -1.90
H 1.98 1.50 6.11
H 2.59 4.24 5.18
H -0.52 2.41 3.29
H -8.71 -8.78 -5.89
H -8.28 -4.59 -6.72
H -0.39 -6.60 2.16
H -2.12 10.28 -2.05
H 2.16 2.68 1.38
H 8.73 -1.67 0.46
H 9.84 0.34 -0.57
H 1.07 0.51 7.70
H -0.80 -1.06 -2.70
H 1.25 1.35 9.18
H 2.98 0.89 -2.02
H -1.03 6.19 0.74
H 0.52 1.80 -0.88
H 0.70 -4.88 3.54
H 2.21 -0.41 0.36
H 0.32 1.36 4.35
H 1.41 -4.43 -1.06
H 1.12 -5.73 0.78
H -3.54 -1.45 -4.23
H 1.61 -1.83 -6.69
H -7.58 -5.17 -5.21
H -0.61 3.06 9.58
H 1.12 7.63 -1.10
H 5.15 3.20 8.61
H 7.31 -1.34 2.47
H 4.16 -0.77 -0.27
H -5.79 9.17 -1.80
H -1.84 -4.80 4.84
H 6.50 -0.71 1.05
H 3.02 -2.56 -2.36
H -2.57 11.98 -2.13
H 4.54 -2.90 -1.58
H -0.40 1.35 -6.75
H -1.20 5.74 -1.71
H -0.32 -5.45 -0.10
H -7.44 -6.92 -6.99
H -0.68 4.53 0.32
H -5.38 -6.38 -1.87
H 0.68 4.07 4.07
H -1.77 -6.28 3.95
H -4.00 0.24 -4.17
H 1.00 -2.76 -1.26
H 3.05 -2.67 0.67
H -0.14 -1.81 -6.52
H -0.42 1.49 -8.49
H 0.11 7.63 -2.54
H -3.27 -5.43 -0.89
H 9.50 -0.62 1.63
H 1.60 0.33 -7.85
H -0.60 8.06 -0.99
H 0.85 -0.62 -5.66
H 0.50 5.30 -1.76
H -4.77 -8.00 -1.63
H -1.68 3.22 8.17
H -1.67 -5.55 1.74
H 8.77 1.39 0.34
H -0.37 4.39 8.42
H -4.70 9.37 -0.45
H -9.17 -6.82 -7.24
H -0.49 -5.93 5.10
H -2.34 -0.20 -4.56
*
```

Output
DFT total energy = -72897.723 eV
LUMO energy = -4.55 eV

No. 6
The following is a quantum chemistry calculation of one molecule with the formula C4H9NO2, from the Open Molecules 2025 dataset.

Structure (ORCA input):
```
! wB97M-V def2-TZVPD RIJCOSX def2/J DEFGRID3
* xyz 0 1
O -0.24 -1.78 1.37
O 1.79 -1.67 -0.48
N 1.10 0.51 -0.11
C 1.96 -0.46 -0.49
C -1.17 1.35 -0.48
C -0.29 0.44 0.37
C -0.87 -0.97 0.42
H -1.91 -0.88 0.73
H -2.15 1.47 -0.01
H -1.32 0.93 -1.48
H -0.85 -1.41 -0.59
H 0.59 -2.07 0.95
H -0.73 2.35 -0.59
H -0.30 0.80 1.41
H 2.91 -0.04 -0.87
H 1.48 1.44 -0.17
*
```

Output
DFT total energy = -9879.213 eV
LUMO energy = 0.71 eV
SMILES = C[C@@H](CO)NC=O

No. 7
The following is a quantum chemistry calculation of a 2-piece molecular cluster, C23H24NO3 overall, from the Open Molecules 2025 dataset.

Structure (ORCA input):
```
! wB97M-V def2-TZVPD RIJCOSX def2/J DEFGRID3
* xyz 1 1
O -1.43 -2.48 3.55
O -1.66 -1.18 -5.48
O 0.55 -1.03 -5.95
N 0.24 -0.21 -2.94
C -0.12 -3.46 5.29
C 0.32 5.66 -0.36
C -0.95 -1.44 7.06
C 0.59 1.41 0.02
C -1.10 0.75 1.82
C -0.33 0.35 -4.18
C -0.02 0.48 0.92
C 1.61 -2.34 -7.61
C -0.25 3.66 0.92
C 1.23 4.90 -1.13
C 0.07 -1.81 1.81
C -1.02 -2.47 4.88
C -0.95 -1.48 2.72
C 0.49 2.84 0.00
C -0.01 -2.39 7.46
C -1.47 -1.47 5.75
C 0.57 -0.82 1.00
C 1.32 3.53 -0.94
C 0.27 -1.93 -7.07
C -1.51 -0.20 2.75
C -0.40 5.03 0.66
C 0.42 -3.38 6.58
C -0.56 -0.70 -5.27
H 0.38 -2.36 8.47
H 0.44 -2.83 1.78
H 1.46 -1.03 0.39
H -0.17 -1.12 -2.73
H 1.49 -3.02 -8.45
H 0.35 1.09 -4.64
H -2.20 -0.74 5.40
H -1.33 0.76 -3.98
H 2.07 2.95 -1.50
H -0.63 3.26 1.85
H 2.21 -2.85 -6.86
H 0.16 -4.23 4.58
H 2.17 -1.47 -7.98
H 1.83 5.39 -1.89
H -0.29 -2.80 -6.71
H -2.31 0.01 3.47
H -0.33 -1.42 -7.83
H 1.15 -4.13 6.88
H 1.40 0.99 -0.58
H -1.32 -0.68 7.74
H 0.19 6.72 -0.55
H -1.10 5.61 1.26
H -1.62 1.70 1.79
H 0.08 0.40 -2.14
*
```

Output
DFT total energy = -31864.852 eV
LUMO energy = -5.98 eV

No. 8
The following is a quantum chemistry calculation of a 2-piece molecular cluster, C2H2FN3S2 overall, from the Open Molecules 2025 dataset.

Structure (ORCA input):
```
! wB97M-V def2-TZVPD RIJCOSX def2/J DEFGRID3
* xyz 0 1
S -2.95 -1.87 -0.49
S -1.08 -2.36 -0.85
F -0.27 -0.87 1.75
N 1.44 1.17 3.89
N -2.58 0.91 -0.15
N 0.82 0.40 3.18
C -0.23 0.00 2.75
C -2.78 -0.21 -0.32
H 1.92 0.74 4.71
H -1.42 -3.18 -1.81
*
```

Output
DFT total energy = -30959.489 eV
LUMO energy = -0.65 eV

No. 9
The following is a quantum chemistry calculation of one molecule with the formula C6H12O, from the Open Molecules 2025 dataset.

Structure (ORCA input):
```
! wB97M-V def2-TZVPD RIJCOSX def2/J DEFGRID3
* xyz 0 1
O 2.67 -2.06 0.72
C -0.49 1.25 0.01
C -1.81 1.38 -0.73
C 2.10 -1.33 -0.06
C 0.14 -0.26 -0.18
C 1.59 0.04 0.29
C -0.65 -1.23 0.68
H 2.08 0.78 -0.35
H 0.05 -0.47 -1.25
H 1.65 0.23 1.36
H 2.08 -1.55 -1.15
H -0.56 -0.98 1.73
H -1.70 -1.25 0.40
H -0.64 1.39 1.08
H -2.20 2.39 -0.61
H -2.55 0.68 -0.34
H 0.19 2.03 -0.34
H -1.67 1.19 -1.80
H -0.27 -2.24 0.55
*
```

Output
DFT total energy = -8463.165 eV
LUMO energy = 1.02 eV
SMILES = CC[C@H](C)CC=O

The lowest DFT total energy belongs to which entry?
C24H32Br2F2N3Si